Record 1
Here is C4H8Cl2MnN4S as an isolated structure from OMol25. Energies are from ωB97M-V/def2-TZVPD.

Values from the calculation:
Gap between HOMO and LUMO (alpha / beta): 5.303 / 7.372 eV
Highest occupied orbital energy (alpha / beta): -21.31 / -21.44 eV
Spin multiplicity: 5
Calculated total energy: -2844.5931 hartree
Expectation value of S²: 6.31
Net charge: +3

Last column: Mulliken spin population.
Atoms and positions in Å:
Mn  -0.1140  -0.0872  -0.0001  4.363
C  0.9384  5.0913  0.0000  -0.001
C  1.7939  3.8743  0.0000  0.007
N  3.0859  3.8131  0.0000  0.002
N  3.4048  2.4656  0.0000  0.009
C  2.3412  1.7114  0.0000  0.016
S  2.1780  -0.0359  0.0000  -0.387
N  1.3027  2.5547  0.0000  -0.006
N  -0.0256  2.0676  0.0000  -0.040
H  1.5962  5.9583  0.0001  0.000
H  0.3182  5.1284  0.8975  0.000
H  0.3183  5.1285  -0.8974  0.000
H  4.3845  2.1918  0.0000  0.002
H  -0.5039  2.4484  0.8241  0.011
H  -0.5039  2.4485  -0.8241  0.011
Cl  -2.4099  -0.4305  -0.0001  0.021
C  -2.0177  -2.2325  -0.0001  0.007
Cl  -0.1734  -2.3289  -0.0001  -0.016
H  -2.3802  -2.6708  -0.9258  0.001
H  -2.3802  -2.6707  0.9256  0.001

Forces on atoms 1 to 2 (eV/Å):
Mn 0.74 1.26 0.00
C 0.27 -0.27 0.00



Record 2
Here is a 2-piece molecular cluster, C4H8Cl2N2O overall from OMol25. Energies are from ωB97M-V/def2-TZVPD.

Values from the calculation:
Structure (SMILES): C=C(C)N(Cl)C(N)=O.Cl
Gap between HOMO and LUMO: 8.797 eV
Highest occupied orbital energy: -8.19 eV
ΔE to the lowest compared entry with this formula, charge and spin: 216.0 kJ/mol
Calculated total energy: -1262.1951 hartree

Last column: Löwdin charge in e.
Atoms and positions in Å:
C  0.9209  0.5744  -1.5005  0.032
C  1.1554  -0.2251  -0.4527  -0.437
C  2.3571  -0.6276  0.2754  -0.084
N  -0.1987  -0.6201  0.3049  -0.407
Cl  -0.6885  0.9279  0.8976  0.600
C  -1.5430  -1.4769  0.9112  -0.545
N  -1.4616  -1.5634  2.2339  0.138
O  -2.3821  -1.8002  0.1042  0.064
H  -0.1262  0.5377  -1.6059  0.037
H  1.5981  1.1128  -2.0483  0.043
H  3.1002  0.1805  -0.1506  0.118
H  2.7242  -1.6794  0.1850  0.090
H  2.1120  -0.2719  1.3202  0.086
H  -0.6134  -1.7423  2.7348  0.111
H  -2.2513  -2.0850  2.6170  0.130
Cl  -3.9189  0.6732  -1.5396  0.331
H  -3.3364  1.6937  -1.1835  -0.308

Forces on atoms 1 to 2 (eV/Å):
C -0.82 -2.84 2.70
C -2.59 -1.44 -0.48



Which formula does entry 1 have? C4H8Cl2MnN4S



calculated total energy of number 1 (C4H8Cl2MnN4S)? -2844.5931 hartree



What is the formula in the first record? C4H8Cl2MnN4S